C8H14N2 | the ωB97M-V functional and the def2-TZVPD basis

Computed properties:
SMILES   C=C1/C(=C/CC)CNN1C
2S+1   1

Last column: natural (NBO) charge in e.
Positions of all 24 atoms, in Å:
C1 -0.260 -2.023 1.074  -0.53
C2 -0.715 -0.839 0.597  0.15
C3 0.052 0.356 0.300  -0.06
C4 1.388 0.298 0.388  -0.14
C5 2.221 1.428 -0.076  -0.43
C6 3.144 0.991 -1.224  -0.59
C7 -0.942 1.298 -0.363  -0.28
N1 -2.252 0.707 -0.121  -0.47
N2 -2.076 -0.639 0.503  -0.27
C8 -3.020 -1.622 0.172  -0.41
H1 -0.768 -2.916 1.174  0.20
H2 0.712 -2.279 1.386  0.19
H3 2.020 -0.581 0.780  0.22
H4 1.741 2.303 -0.585  0.21
H5 2.976 1.786 0.817  0.20
H6 3.806 0.246 -0.912  0.20
H7 3.800 1.702 -1.522  0.20
H8 2.624 0.818 -2.064  0.20
H9 -0.750 2.299 0.117  0.23
H10 -0.790 1.182 -1.465  0.21
H11 -2.876 1.237 0.571  0.36
H12 -4.060 -1.108 0.019  0.22
H13 -2.852 -2.467 -0.588  0.19
H14 -3.121 -2.178 1.023  0.20

C8H14N2 | the ωB97M-V functional and the def2-TZVPD basis

Computed properties:
SMILES   CCCC#N.CCCC#N
2S+1   1

Last column: natural (NBO) charge in e.
Positions of all 24 atoms, in Å:
C1 -0.268 0.910 -3.116  -0.62
C2 -1.016 0.454 -4.346  -0.41
C3 -1.667 -0.844 -4.465  -0.51
C4 -0.992 -1.928 -3.789  0.29
N1 -0.446 -2.802 -3.333  -0.33
H1 0.809 0.864 -2.960  0.23
H2 -0.761 0.497 -2.235  0.21
H3 -0.393 1.993 -3.121  0.21
H4 -0.214 0.488 -5.083  0.21
H5 -1.617 1.268 -4.751  0.22
H6 -1.677 -1.180 -5.501  0.25
H7 -2.683 -1.052 -4.128  0.25
C5 0.398 0.255 2.588  -0.61
C6 0.769 0.912 3.997  -0.38
C7 0.929 -0.137 5.137  -0.51
C8 2.042 -0.993 4.648  0.28
N2 2.904 -1.723 4.250  -0.34
H8 -0.102 1.016 1.989  0.22
H9 -0.280 -0.591 2.705  0.21
H10 1.378 0.032 2.167  0.23
H11 0.087 1.692 4.336  0.21
H12 1.707 1.442 3.833  0.21
H13 0.011 -0.707 4.999  0.24
H14 1.082 0.135 6.181  0.26

C8H14N2O2 | the ωB97M-V functional and the def2-TZVPD basis

Computed properties:
SMILES   C=C[C@H](O)C#N.CC1(O)CNC1
2S+1   1

Last column: natural (NBO) charge in e.
Positions of all 26 atoms, in Å:
C1 4.539 -0.484 0.913  -0.36
C2 3.336 0.051 0.719  -0.20
C3 2.751 0.302 -0.645  -0.02
O1 2.562 1.668 -0.931  -0.67
C4 1.483 -0.436 -0.788  0.21
N1 0.451 -1.003 -0.878  -0.33
H1 5.167 -0.778 0.079  0.20
H2 4.939 -0.646 1.910  0.21
H3 2.709 0.347 1.568  0.21
H4 3.446 -0.071 -1.409  0.21
H5 1.962 2.020 -0.271  0.47
C5 -2.240 -1.151 -1.168  -0.64
C6 -1.869 -0.314 0.024  0.24
O2 -0.659 -0.776 0.629  -0.66
C7 -3.029 0.000 0.972  -0.24
N2 -3.208 1.280 0.254  -0.62
C8 -1.814 1.187 -0.239  -0.24
H6 -3.143 -0.736 -1.640  0.22
H7 -1.461 -1.167 -1.929  0.25
H8 -2.447 -2.189 -0.868  0.20
H9 -0.742 -1.801 0.765  0.48
H10 -3.921 -0.660 0.945  0.18
H11 -2.682 0.101 2.019  0.18
H12 -3.402 2.079 0.843  0.36
H13 -1.052 1.653 0.406  0.18
H14 -1.677 1.524 -1.282  0.19

C8H14N2O2 | the ωB97M-V functional and the def2-TZVPD basis

Computed properties:
SMILES   NOC1(C2(ON3CC3)CC2)CC1
2S+1   1

Last column: natural (NBO) charge in e.
Positions of all 26 atoms, in Å:
N1 1.200 -1.534 -1.706  -0.52
O1 0.752 -1.557 -0.434  -0.38
C1 0.928 -0.397 0.364  0.21
C2 0.239 0.840 -0.143  0.23
O2 -1.075 0.471 -0.932  -0.43
N2 -2.062 0.046 0.008  -0.15
C3 -2.160 -1.424 0.096  -0.30
C4 -3.184 -0.595 -0.582  -0.27
C5 0.158 2.188 0.466  -0.44
C6 0.890 1.974 -0.849  -0.44
C7 2.267 -0.183 1.064  -0.45
C8 1.097 -0.699 1.816  -0.43
H1 2.070 -0.991 -1.826  0.34
H2 0.406 -1.204 -2.295  0.35
H3 -2.252 -1.708 1.181  0.21
H4 -1.531 -2.084 -0.484  0.23
H5 -3.314 -0.491 -1.674  0.21
H6 -4.137 -0.429 -0.104  0.20
H7 0.562 2.373 1.533  0.22
H8 -0.818 2.790 0.299  0.25
H9 0.618 2.557 -1.678  0.24
H10 1.895 1.816 -0.875  0.21
H11 2.349 0.869 1.313  0.21
H12 3.285 -0.668 0.807  0.24
H13 0.986 -1.806 1.898  0.24
H14 0.831 -0.156 2.734  0.23

C8H14N2O3S | the ωB97M-V functional and the def2-TZVPD basis

Computed properties:
2S+1   1

Last column: natural (NBO) charge in e.
Positions of all 28 atoms, in Å:
C1 0.903 1.816 -0.212  -0.25
C2 1.040 1.287 -1.529  -0.15
C3 1.169 1.071 0.875  -0.12
C4 1.295 -0.038 -1.703  -0.26
C5 1.765 -0.299 0.767  -0.05
C6 1.462 -0.889 -0.586  0.24
C7 -2.713 0.634 -0.671  -0.42
C8 -2.007 0.625 1.662  -0.43
N1 1.718 -2.217 -0.745  -0.77
N2 -2.180 -0.100 0.440  -0.63
O1 -0.639 -1.937 1.236  -1.01
O2 -1.312 -1.863 -1.128  -0.99
O3 3.167 -0.180 0.995  -0.71
S1 -0.867 -1.126 0.045  1.91
H1 0.564 2.836 -0.102  0.22
H2 0.893 1.936 -2.377  0.22
H3 1.120 1.486 1.869  0.22
H4 1.318 -0.477 -2.689  0.22
H5 1.334 -0.961 1.537  0.23
H6 -3.764 0.861 -0.482  0.20
H7 -2.177 1.574 -0.852  0.17
H8 -2.641 -0.007 -1.547  0.24
H9 -1.447 -0.015 2.339  0.24
H10 -1.470 1.571 1.517  0.17
H11 -2.982 0.838 2.099  0.21
H12 1.516 -2.784 0.071  0.41
H13 1.350 -2.621 -1.599  0.41
H14 3.584 -1.021 0.766  0.47

C8H14N2O3S | the ωB97M-V functional and the def2-TZVPD basis

Computed properties:
SMILES   O=S(=O)(O)c1cccnc1.CCCN
2S+1   1

Last column: natural (NBO) charge in e.
Positions of all 28 atoms, in Å:
O1 1.978 -2.046 0.789  -0.91
S1 2.808 -1.344 -0.131  2.32
O2 2.818 -1.719 -1.522  -0.92
O3 4.391 -1.279 0.479  -0.89
C1 2.561 0.535 -0.041  -0.19
C2 2.392 1.191 -1.234  -0.23
C3 2.118 2.552 -1.149  -0.25
C4 2.175 3.178 0.065  -0.01
N1 2.726 2.580 1.106  -0.41
C5 2.973 1.282 1.019  -0.03
H1 4.996 -2.083 -0.178  0.52
H2 2.506 0.824 -2.277  0.26
H3 1.920 3.206 -2.009  0.23
H4 1.957 4.248 0.291  0.20
H5 3.428 0.915 1.966  0.22
C6 -2.238 -2.183 -0.392  -0.59
C7 -0.867 -1.729 0.216  -0.40
C8 -0.718 -0.241 0.240  -0.21
N2 0.503 0.275 0.852  -0.84
H6 -3.022 -1.631 0.125  0.20
H7 -2.207 -2.005 -1.416  0.20
H8 -2.348 -3.331 -0.140  0.21
H9 -0.161 -2.080 -0.430  0.20
H10 -0.725 -2.170 1.188  0.20
H11 -0.740 0.225 -0.770  0.18
H12 -1.643 0.071 0.742  0.17
H13 0.998 -0.282 1.556  0.39
H14 0.405 1.221 1.255  0.38

C8H14N2O3S | the ωB97M-V functional and the def2-TZVPD basis

Computed properties:
SMILES   O=C(O)[C@H](CS)NC(=O)[C@@H]1CCCN1
2S+1   1

Last column: natural (NBO) charge in e.
Positions of all 28 atoms, in Å:
O1 -4.090 -1.099 0.083  -0.58
C1 -2.725 -1.191 0.201  0.77
O2 -2.017 -2.313 -0.288  -0.69
C2 -1.930 0.153 0.502  -0.12
C3 -1.873 1.222 -0.681  -0.52
S1 -1.041 2.695 -0.052  -0.03
N1 -0.453 -0.232 0.799  -0.61
C4 0.575 -0.679 0.071  0.67
O3 0.394 -1.209 -1.105  -0.69
C5 1.809 -0.514 0.949  -0.19
C6 2.523 0.803 0.943  -0.42
C7 3.100 0.817 -0.543  -0.44
C8 3.665 -0.597 -0.778  -0.25
N2 2.999 -1.339 0.409  -0.63
H1 -1.129 -2.203 -0.630  0.53
H2 -2.472 0.618 1.190  0.24
H3 -1.315 0.804 -1.494  0.24
H4 -3.018 1.454 -0.845  0.25
H5 -1.401 3.319 -1.154  0.14
H6 -0.078 -0.068 1.795  0.41
H7 1.662 -0.703 2.017  0.23
H8 1.751 1.727 0.962  0.22
H9 3.123 0.842 1.927  0.24
H10 3.713 1.774 -0.976  0.24
H11 2.144 0.871 -1.274  0.21
H12 3.289 -0.735 -1.923  0.22
H13 4.944 -0.624 -0.752  0.20
H14 2.464 -2.329 0.026  0.38

C8H14N2PSSr | the ωB97M-V functional and the def2-TZVPD basis

Computed properties:
Net charge   -1
2S+1   1

Last column: Mulliken charge in e.
Positions of all 27 atoms, in Å:
C1 -3.236 1.076 -0.410  -0.70
C2 -4.025 2.017 0.154  -0.01
C3 -3.802 2.765 1.360  -0.40
C4 -2.729 2.708 2.335  0.07
C5 -1.654 1.916 2.353  -1.02
Sr1 -0.909 0.674 0.465  0.59
P1 -0.723 -0.648 -2.081  -0.16
H1 -3.581 0.544 -1.311  -0.04
H2 -5.003 2.301 -0.323  0.12
H3 -4.594 3.491 1.605  0.18
H4 -0.817 1.867 3.102  0.06
H5 -2.888 3.436 3.176  0.09
H6 0.412 -0.159 -2.814  0.05
H7 -1.810 -0.597 -3.008  0.11
H8 -0.461 -2.049 -1.894  0.03
S1 1.814 0.402 1.686  -0.38
C6 2.303 -0.718 0.507  -0.10
N1 2.095 -2.082 0.529  -0.09
C7 3.041 -2.774 -0.370  -0.44
C8 3.757 -1.632 -1.099  -0.46
N2 3.143 -0.414 -0.536  -0.07
H9 1.553 -2.532 1.248  0.24
H10 2.499 -3.415 -1.066  0.27
H11 3.741 -3.393 0.195  0.28
H12 3.591 -1.670 -2.175  0.28
H13 4.833 -1.641 -0.915  0.28
H14 3.447 0.526 -0.710  0.21

C8H14N3 | the ωB97M-V functional and the def2-TZVPD basis

Computed properties:
Net charge   +1
2S+1   1

Last column: natural (NBO) charge in e.
Positions of all 25 atoms, in Å:
C1 2.973 0.694 0.008  -0.27
C2 3.031 -0.647 0.152  -0.25
C3 1.528 0.971 0.071  0.31
C4 1.660 -1.130 0.239  0.30
C5 -1.616 -0.342 -0.518  0.69
C6 1.128 2.325 -0.178  -0.67
C7 1.149 -2.512 0.251  -0.67
C8 -3.460 0.345 0.810  -0.40
N1 0.808 -0.118 0.154  -0.55
N2 -2.078 -0.120 0.671  -0.59
N3 -2.207 -0.361 -1.670  -0.80
H1 3.825 1.368 0.133  0.25
H2 4.016 -1.244 0.252  0.25
H3 1.294 2.616 -1.260  0.26
H4 0.168 2.426 0.101  0.21
H5 1.802 3.101 0.354  0.26
H6 0.250 -2.568 0.868  0.23
H7 0.914 -2.714 -0.805  0.25
H8 1.994 -3.251 0.643  0.25
H9 -3.527 1.023 1.710  0.24
H10 -3.529 0.862 -0.068  0.18
H11 -4.172 -0.335 0.802  0.22
H12 -1.349 -0.070 1.378  0.45
H13 -1.466 -0.186 -2.286  0.44
H14 -3.134 -0.133 -1.811  0.42

C8H14N3 | the ωB97M-V functional and the def2-TZVPD basis

Computed properties:
Net charge   +1
SMILES   C=C(C)[C@H](NC)c1[nH]cc[nH+]1
2S+1   1

Last column: natural (NBO) charge in e.
Positions of all 25 atoms, in Å:
C1 -1.953 -2.042 0.633  -0.36
C2 -1.228 -1.160 -0.063  -0.02
C3 -1.059 -1.299 -1.490  -0.67
C4 -0.687 0.127 0.597  -0.09
N1 -1.089 1.278 -0.137  -0.66
C5 -0.918 2.403 0.775  -0.44
C6 0.893 0.000 0.228  0.46
N2 1.506 0.869 -0.531  -0.49
C7 2.820 0.520 -0.511  -0.07
C8 2.959 -0.528 0.300  -0.05
N3 1.773 -0.829 0.799  -0.49
H1 -2.266 -1.936 1.678  0.22
H2 -2.413 -2.747 0.004  0.21
H3 -1.749 -1.956 -1.955  0.25
H4 -0.118 -1.499 -1.800  0.22
H5 -1.184 -0.337 -2.049  0.22
H6 -0.789 -0.044 1.726  0.24
H7 -1.948 1.150 -0.633  0.40
H8 0.024 2.138 1.367  0.21
H9 -0.536 3.247 0.116  0.20
H10 -1.813 2.869 1.173  0.23
H11 0.889 1.370 -1.169  0.48
H12 3.625 1.086 -1.005  0.26
H13 3.849 -1.001 0.731  0.26
H14 1.412 -1.682 1.218  0.46

C8H14N3O | the ωB97M-V functional and the def2-TZVPD basis

Computed properties:
Net charge   +1
2S+1   1

Last column: natural (NBO) charge in e.
Positions of all 26 atoms, in Å:
C1 -1.535 0.233 0.791  -0.15
C2 -1.685 -0.268 -0.464  -0.04
C3 0.628 -0.345 -0.964  0.63
C4 0.894 2.135 -0.273  0.64
C5 -0.235 0.506 1.489  -0.32
C6 0.864 0.815 0.535  -0.22
C7 -0.011 -0.775 2.411  -0.59
C8 -0.950 -1.596 -2.329  -0.42
N1 -0.583 -0.697 -1.273  -0.40
N2 0.925 3.185 0.524  -0.80
N3 1.738 -0.507 -1.705  -0.75
O1 0.677 2.191 -1.472  -0.59
H1 -2.418 0.345 1.461  0.25
H2 -2.636 -0.263 -0.940  0.24
H3 -0.536 1.403 2.133  0.24
H4 1.853 0.535 0.877  0.24
H5 0.299 -1.458 1.598  0.20
H6 -0.894 -1.013 3.007  0.24
H7 0.794 -0.755 3.152  0.23
H8 -0.064 -1.928 -2.863  0.22
H9 -1.477 -2.521 -1.898  0.24
H10 -1.599 -1.082 -2.999  0.23
H11 0.831 3.125 1.564  0.41
H12 0.943 4.171 0.187  0.43
H13 2.578 -0.134 -1.372  0.42
H14 1.692 -0.603 -2.671  0.41

C8H14N3O2 | the ωB97M-V functional and the def2-TZVPD basis

Computed properties:
Net charge   +1
2S+1   1

Last column: natural (NBO) charge in e.
Positions of all 27 atoms, in Å:
C1 1.570 2.693 0.885  -0.18
C2 1.126 2.497 -0.209  -0.29
C3 -0.301 -1.039 1.369  0.07
C4 -1.980 -0.360 -0.107  0.89
C5 -4.511 -0.230 0.431  -0.20
C6 -4.372 -0.031 -1.040  -0.20
C7 3.772 -1.126 -0.183  -0.59
C8 2.460 -0.933 -0.967  -0.29
N1 -3.278 -0.470 -0.240  -0.42
N2 0.659 -0.567 0.385  -0.15
N3 1.417 -1.381 -0.140  0.05
O1 -1.567 -0.480 1.210  -0.49
O2 -1.149 -0.240 -0.989  -0.64
H1 1.951 2.892 1.842  0.25
H2 -0.327 -2.137 1.293  0.22
H3 0.734 2.391 -1.181  0.26
H4 0.037 -0.743 2.371  0.23
H5 -4.564 0.636 1.078  0.22
H6 -5.024 -1.106 0.804  0.22
H7 -4.780 -0.774 -1.712  0.23
H8 -4.330 0.971 -1.445  0.22
H9 3.826 -0.419 0.640  0.22
H10 3.834 -2.136 0.209  0.23
H11 4.607 -0.954 -0.852  0.25
H12 2.481 -1.600 -1.833  0.26
H13 2.350 0.112 -1.280  0.21
H14 0.736 0.475 0.225  0.45

Which DFT total energy belongs to each record? In order, -11498.9046 -11501.3220 -15593.6428 -15590.1988 -28478.6031 -28477.4425 -28476.1678 -32456.1858 -12982.3600 -12985.1939 -15033.3229 -17077.0532 eV.
Which strongest force on any atom belongs to each record? In order, 3.926 5.312 7.272 5.167 1.526 5.765 8.950 2.610 5.573 4.779 5.042 1.839 eV Å⁻¹.